(1)
8
Properties=species:S:1:pos:R:3:forces:R:3 method="wB97M-V/def2-TZVPD" homo_energy_ha="-0.564 / -0.564" relative_energy_ev=2.032 total_charge=+1 fmax_ev_per_a=3.968 lumo_ha="-0.270 / -0.270" energy_ev=-72640.89780 spin_multiplicity=1 gap_ev="7.978 / 7.976"
C -1.077 0.780 -0.489 -0.19 -0.76 2.71
N 1.097 -0.592 0.345 -0.03 3.16 2.40
Br -2.436 0.002 0.382 0.32 0.24 -0.58
H -0.666 1.635 -0.010 0.28 0.73 0.03
H -0.722 0.423 -1.393 0.32 -0.59 -1.80
H 1.344 -0.856 -0.543 1.00 -0.99 -2.28
H 1.900 -0.115 0.878 -1.90 -1.31 -1.02
H 0.560 -1.278 0.829 0.21 -0.50 0.55



(2)
12
Properties=species:S:1:pos:R:3:forces:R:3 method="wB97M-V/def2-TZVPD" homo_energy_ha=-0.343 relative_energy_ev=2.257 fmax_ev_per_a=6.244 lumo_ha=-0.038 energy_ev=-36864.37158 spin_multiplicity=1 gap_ev=8.303
C 0.936 -0.579 -2.416 -4.70 3.91 -1.26
C -1.200 0.480 2.363 3.43 -0.40 0.64
O -0.059 -0.941 -1.393 0.47 -0.34 0.29
P 0.286 -0.916 0.175 1.18 1.77 -0.39
S -1.605 -0.550 0.902 -1.28 0.40 0.26
Cl 1.286 1.563 0.419 -0.54 -1.64 -0.44
H 1.021 0.600 -2.225 -0.08 -2.52 -1.06
H 0.433 -0.873 -3.440 1.16 0.79 2.17
H 1.861 -0.962 -2.317 2.98 -1.85 0.69
H -1.812 1.271 2.775 -1.18 -0.34 -0.69
H -0.324 1.047 1.904 -0.87 -0.51 1.21
H -0.823 -0.139 3.251 -0.57 0.72 -1.42